Below is a 5-piece molecular cluster, C16H43F3N4O5 overall, with properties calculated with ωB97M-V/def2-TZVPD.

Atoms and positions in Å:
N: 0.11169 1.25572 0.63747
H: 0.58327 2.13962 0.50937
H: -0.76978 1.33668 1.12386
H: 0.83551 0.63025 0.96146
H: -0.08175 1.15698 -0.34891
C: 2.18803 5.27911 -3.01087
O: 1.02825 5.00792 -3.86049
O: 1.66998 5.10681 -1.67347
C: 3.33080 4.18113 -3.41955
F: 3.28861 3.03745 -2.74296
F: 3.32272 3.83590 -4.62650
F: 4.62916 4.65378 -3.26196
C: 0.83067 5.75827 -5.12878
C: -0.18534 4.82668 -5.77999
H: -0.64167 5.31238 -6.64253
H: 0.26609 3.86144 -6.00938
H: -1.00144 4.56327 -5.10716
H: 1.81224 5.91686 -5.57540
H: 0.25746 6.68029 -5.03174
H: 2.72083 6.22083 -3.14273
C: 3.62268 -4.04491 2.02088
C: 4.23251 -3.14388 3.12926
C: 5.67831 -2.79365 2.74348
O: 6.48455 -3.97419 2.82236
C: 7.72255 -3.89691 2.07601
N: 3.38167 -1.93425 3.30073
H: 3.72983 -3.51011 1.07717
H: 2.58252 -4.36129 2.09885
H: 4.20385 -4.96408 1.94696
H: 4.27256 -3.75617 4.03014
H: 6.06837 -2.00523 3.38717
H: 5.70824 -2.51371 1.69047
H: 7.81571 -3.09211 1.34682
H: 7.97353 -4.91889 1.79198
H: 8.47280 -3.68888 2.83887
H: 3.88279 -1.44679 4.02968
H: 2.57804 -2.25546 3.82141
C: -3.71808 2.12367 5.52634
C: -3.78848 0.63022 5.41129
C: -4.90617 -0.12516 6.27504
O: -4.67114 -1.51410 6.11475
C: -5.40364 -2.35169 6.97155
N: -3.87056 0.20283 4.02659
H: -4.70362 2.58827 5.49532
H: -3.13601 2.65865 4.77595
H: -3.17849 2.42104 6.42551
H: -2.82743 0.29571 5.80192
H: -5.83137 0.26315 5.84922
H: -5.05355 0.21638 7.29961
H: -6.27566 -2.67825 6.40495
H: -5.52035 -1.88747 7.95083
H: -4.88506 -3.29445 7.14586
H: -4.17825 -0.75580 3.94626
H: -4.67289 0.58143 3.54386
C: -0.05102 -1.85975 -4.01495
C: -1.12744 -1.11934 -4.67939
C: -2.42275 -1.88061 -4.92842
O: -3.45527 -1.01809 -5.33570
C: -4.66416 -1.65562 -5.75087
N: -1.38474 0.00114 -3.82265
H: 0.20825 -2.71914 -4.63329
H: -0.39484 -2.15981 -3.02508
H: 0.88819 -1.32362 -3.87878
H: -0.68542 -0.72611 -5.59485
H: -2.74083 -2.35848 -4.00183
H: -2.14879 -2.65981 -5.63967
H: -5.40019 -0.85928 -5.64048
H: -4.86223 -2.46306 -5.04595
H: -4.86876 -2.01555 -6.75917
H: -0.62521 0.63602 -4.02303
H: -2.25020 0.34597 -4.21273

Output
HOMO-LUMO gap, hartree: 0.1675
Total charge: 0
E_LUMO, eV: -1.2


Below is C16H43FeO15 as an isolated structure, with properties calculated with ωB97M-V/def2-TZVPD.

Atoms and positions in Å:
Fe: -2.04297 -1.97228 0.57978
C: 0.85354 0.77988 0.88219
C: 0.25182 0.33226 -0.45001
O: -0.87718 -0.48341 -0.26434
H: 1.36221 -0.09555 1.28589
H: 0.14118 1.09515 1.64459
H: 1.60282 1.56753 0.80296
H: 1.02694 -0.15448 -1.04194
H: -0.07761 1.28247 -0.87034
C: -5.60791 -2.84015 2.80032
C: -6.39494 -1.96888 3.48412
C: -5.91244 -0.50070 3.63047
O: -6.47899 0.25023 4.55654
C: -4.76393 0.03154 3.05497
C: -3.97862 -0.86664 2.21831
C: -4.32174 -2.42776 2.17966
O: -3.40374 -3.19985 1.80231
O: -3.11956 -0.43428 1.44246
O: -7.51012 -2.45335 3.88148
H: -5.95205 -3.84772 2.61928
H: -4.44108 1.00253 3.40043
C: 2.96767 -2.92282 1.00168
C: 3.13371 -2.54345 2.43975
O: 1.83218 -2.55805 2.98819
H: 2.13354 -2.54545 0.41016
H: 2.79721 -3.99902 0.97289
H: 3.91903 -2.80541 0.48281
H: 3.68097 -1.60162 2.47935
H: 3.66660 -3.27324 3.04930
H: 1.45061 -3.43471 2.90172
C: 1.26705 0.12100 -4.66910
C: 2.49770 0.93918 -5.15069
O: 2.79696 2.02053 -4.22976
H: 1.39024 -0.21004 -3.63792
H: 1.08939 -0.80242 -5.22031
H: 0.37232 0.73348 -4.55762
H: 2.14776 1.19651 -6.15040
H: 3.26430 0.17179 -5.25815
H: 1.94824 2.28033 -3.86400
C: -2.38857 3.15905 1.40707
C: -1.12868 4.03943 1.16018
O: -0.51548 3.60429 -0.04012
H: -2.15235 2.11118 1.59218
H: -3.05189 2.97656 0.56161
H: -2.95610 3.50558 2.27074
H: -0.51952 4.11674 2.06077
H: -1.52355 5.04478 1.01372
H: -0.46185 2.65190 0.06797
C: 4.53322 -1.74212 -2.03177
C: 4.48865 -0.39889 -1.29202
O: 5.42422 0.41737 -1.94032
H: 5.27554 -2.40365 -1.58519
H: 4.58799 -1.63050 -3.11465
H: 3.59494 -2.27936 -1.89357
H: 4.74965 -0.33953 -0.23539
H: 3.50035 0.05656 -1.35463
H: 5.07202 1.31007 -1.91501
O: -1.72289 0.38641 4.05168
H: -1.86364 0.02111 3.17819
H: -2.40034 -0.01862 4.59320
O: -2.92904 -0.04673 -2.51136
H: -2.01261 0.20417 -2.39545
H: -2.96841 -0.95578 -2.21419
O: -0.82849 -1.89609 2.38635
H: 0.09031 -2.06241 2.17570
H: -0.81978 -1.63204 3.30637
O: 2.78883 3.85919 -0.83396
H: 2.30438 3.42026 -0.13476
H: 3.14658 4.64523 -0.42118
O: -0.31295 -2.44393 -2.88035
H: -0.02598 -1.90452 -2.14352
H: -1.23494 -2.62661 -2.69929
O: -0.26692 3.45682 -3.58280
H: 0.37274 4.16847 -3.55761
H: -0.55662 3.36231 -2.67540

Output
Relative energy (zero: lowest compared OMol25 entry of this formula, charge and spin), eV: 3.3821
HOMO-LUMO gap (alpha / beta), hartree: 0.2133 / 0.2012
Total charge: -1
E_LUMO (alpha / beta), eV: 1.3 / 1.0
<S²>: 6.0095
2S+1: 5


Below is C16H44AlB3O8S4 as an isolated structure, with properties calculated with ωB97M-V/def2-TZVPD.

Atoms and positions in Å:
Al: -21.62186 6.49720 28.44567
B: -20.63147 3.53785 27.97279
H: -21.51299 3.82636 28.52409
H: -20.26182 2.54028 28.15293
H: -20.98933 3.77500 26.98287
H: -19.80184 4.17031 28.24836
B: -21.59541 8.14499 25.75383
H: -21.88469 8.58527 26.69548
H: -20.56135 8.28398 25.47884
H: -21.74666 7.08836 25.91167
H: -22.26210 8.57932 25.02506
B: -24.39858 6.16319 29.58698
H: -25.27933 5.82734 30.11207
H: -24.52138 6.52342 28.57732
H: -24.04715 7.03812 30.11159
H: -23.62208 5.41768 29.51268
C: -25.96012 11.20746 27.12274
C: -26.62853 9.92622 27.59514
C: -25.85250 9.51084 28.82528
S: -24.03724 10.12967 28.66861
O: -23.11679 9.00700 28.52214
O: -23.69866 11.13367 29.68423
C: -24.47038 10.82656 27.04989
H: -26.14820 11.91429 27.93090
H: -26.15339 11.68929 26.16430
H: -26.70645 9.11260 26.87400
H: -27.69911 9.95092 27.79850
H: -25.82407 8.42140 28.84598
H: -26.12034 9.93636 29.79239
H: -24.47393 9.90801 26.46306
H: -23.64760 11.43128 26.66852
C: -24.99515 3.80164 23.51073
C: -23.75739 4.56892 23.08761
C: -23.62867 5.87263 23.93475
S: -24.48468 5.52129 25.56118
O: -25.49554 6.62167 25.89228
O: -23.37184 5.12796 26.44477
C: -25.37638 3.91758 25.01010
H: -24.83778 2.73347 23.36129
H: -25.80156 4.17610 22.88019
H: -23.84122 4.73855 22.01415
H: -22.94449 3.90606 23.38407
H: -23.91375 6.79865 23.43543
H: -22.60990 6.12199 24.23142
H: -26.44526 4.08349 25.14445
H: -24.91337 3.10433 25.56900
C: -19.75429 11.56924 30.23006
C: -18.36282 11.12921 30.85005
C: -17.69937 10.05159 29.99685
S: -18.71002 9.77165 28.43198
O: -19.64333 8.66250 28.70380
O: -18.00510 9.85382 27.16268
C: -19.74646 11.28247 28.75714
H: -19.75867 12.64914 30.37808
H: -20.44099 11.08080 30.92142
H: -18.56700 10.66175 31.81332
H: -17.70267 11.96832 31.06966
H: -17.73765 9.05670 30.44052
H: -16.68190 10.29754 29.69289
H: -20.70100 11.40809 28.24607
H: -19.14396 12.05251 28.27534
C: -16.30245 5.49280 24.47773
C: -16.94146 4.11574 24.80862
C: -17.54950 4.26931 26.26515
S: -17.73922 6.04522 26.55579
O: -16.78642 6.59474 27.48808
O: -19.13143 6.39993 26.92001
C: -17.27158 6.57337 24.89079
H: -16.22130 5.46791 23.39104
H: -15.35932 5.73640 24.96689
H: -16.16072 3.36648 24.67764
H: -17.71724 3.73346 24.14518
H: -16.95499 3.99233 27.13575
H: -18.60438 3.99703 26.23059
H: -16.99575 7.62625 24.83201
H: -18.22890 6.49595 24.37538

Output
HOMO-LUMO gap (alpha / beta), hartree: 0.2909 / 0.1998
Total charge: -1
E_LUMO (alpha / beta), eV: 2.4 / -0.3
<S²>: 0.7550
2S+1: 2


Below is a 3-piece molecular cluster, C16H44ClN6O3P2 overall, with properties calculated with ωB97M-V/def2-TZVPD.

Atoms and positions in Å:
O: -2.54957 1.96705 -3.00991
C: -1.22822 2.50419 -3.15120
C: -0.12197 1.49649 -2.83424
C: 0.88561 1.42703 -4.00064
C: 0.44604 0.79588 -5.32433
Cl: -1.01816 -0.33285 -5.06275
H: -2.87595 1.81536 -3.90195
H: -1.11253 3.40222 -2.53998
H: -1.09258 2.80609 -4.19338
H: -0.52306 0.52951 -2.54011
H: 0.43841 1.87930 -1.97395
H: 1.14169 2.46678 -4.24421
H: 1.80434 0.97830 -3.59783
H: 0.05124 1.58517 -5.97073
O: 0.93507 3.31025 0.63346
P: 0.22280 3.36077 1.92749
N: 1.45649 3.25651 3.09317
C: 1.23316 2.88148 4.47138
C: 2.43356 4.33116 3.00289
N: -0.68273 1.89039 1.92257
C: -0.11870 0.69356 2.54128
C: -1.17446 1.56087 0.58016
N: -0.94204 4.27312 2.83821
C: -2.17081 3.65469 3.32006
C: -1.25302 5.56536 2.19624
H: 0.78290 3.69100 5.06707
H: 2.19261 2.62513 4.92737
H: 0.60131 2.00634 4.56239
H: 2.04662 5.27837 3.41206
H: 2.71881 4.49524 1.96462
H: 3.33697 4.06295 3.55411
H: 0.92995 0.51729 2.27713
H: -0.69475 -0.17793 2.22914
H: -0.21056 0.72285 3.62791
H: -0.41224 1.09341 -0.04550
H: -1.52825 2.45189 0.05978
H: -2.02025 0.87489 0.66673
H: -2.82338 3.28783 2.52425
H: -2.71378 4.41487 3.89014
H: -1.95618 2.83827 4.00514
H: -1.84668 5.44424 1.28272
H: -0.32900 6.08316 1.92794
H: -1.80091 6.21159 2.88363
O: 0.91589 -2.48971 0.81723
P: 0.70712 -3.49093 -0.25698
N: 0.88356 -2.66770 -1.70399
C: 0.37956 -3.15250 -2.97875
C: 2.19067 -2.03986 -1.88417
N: -0.97914 -3.88096 -0.03245
C: -1.98353 -3.17238 -0.82264
C: -1.35434 -3.85465 1.37515
N: 1.17714 -5.09170 -0.75185
C: 0.20203 -6.16664 -0.86894
C: 2.35792 -5.56830 -0.00977
H: 0.99711 -3.95835 -3.40346
H: 0.37081 -2.32698 -3.68961
H: -0.64058 -3.51049 -2.91814
H: 2.96471 -2.77681 -2.14890
H: 2.49576 -1.52827 -0.97157
H: 2.13394 -1.29439 -2.67799
H: -1.81406 -2.09038 -0.87288
H: -2.97009 -3.34775 -0.38846
H: -2.04519 -3.56215 -1.83582
H: -1.52753 -2.83783 1.74664
H: -0.57762 -4.30311 1.99636
H: -2.26923 -4.43830 1.51444
H: -0.29265 -6.42293 0.07258
H: 0.73555 -7.05112 -1.22986
H: -0.55377 -5.92839 -1.61272
H: 2.12712 -5.80654 1.03665
H: 3.13725 -4.80241 -0.01451
H: 2.77377 -6.45851 -0.48396

Output
HOMO-LUMO gap, hartree: 0.1541
Total charge: -1
E_LUMO, eV: 2.5


Below is a 6-piece molecular cluster, C16H44F12N4O4P2 overall, with properties calculated with ωB97M-V/def2-TZVPD.

Atoms and positions in Å:
C: 1.80264 -4.90237 11.55291
C: 0.30640 -4.51833 11.32882
O: -0.08443 -4.35922 10.15525
N: -0.73719 -4.64049 12.42615
H: -0.32775 -4.44578 13.32867
H: -1.43292 -3.92474 12.27203
C: -1.30903 -6.07365 12.35657
H: 2.39896 -4.94038 10.64128
H: 1.79230 -5.87798 12.03889
H: 2.36190 -4.18914 12.15841
H: -0.42157 -6.65283 12.10151
H: -2.12867 -6.24296 11.65827
H: -1.56560 -6.31285 13.38858
C: 0.76425 1.03926 12.08731
C: 1.50210 -0.20830 11.72450
O: 1.19970 -1.17947 11.01962
N: 2.86211 -0.34585 12.40949
H: 3.27916 -0.83945 11.63327
H: 3.36548 0.51757 12.55515
C: 2.77458 -1.12081 13.77131
H: 0.29753 0.93793 13.06711
H: -0.09597 1.00866 11.41859
H: 1.51104 1.81631 11.92421
H: 2.50331 -2.12498 13.44549
H: 1.95329 -0.78185 14.40273
H: 3.73438 -1.20583 14.28086
C: -3.33584 -5.82614 16.88866
N: -3.00267 -4.99415 18.09425
C: -3.86048 -5.43278 19.26352
C: -1.54899 -5.29148 18.58673
C: -3.21454 -3.47652 17.90340
C: -4.48536 -3.05482 17.19143
O: -5.65180 -3.41768 17.80821
H: -2.96565 -6.84355 17.01491
H: -2.93095 -5.36533 15.98765
H: -4.41420 -5.85041 16.73166
H: -4.88667 -5.56504 18.92070
H: -3.77538 -4.82650 20.16534
H: -3.55517 -6.44774 19.51795
H: -1.48901 -5.06364 19.65096
H: -0.72988 -4.85612 18.01435
H: -1.40873 -6.36493 18.45976
H: -2.38613 -2.97690 17.40118
H: -3.01278 -2.88663 18.79751
H: -4.54289 -3.45600 16.17958
H: -4.52224 -1.96637 17.14653
H: -5.85279 -2.81722 18.52978
C: 1.83126 -0.13219 21.91696
N: 0.87791 -0.31346 20.76850
C: -0.54317 -0.12466 21.40169
C: 1.12230 0.86327 19.83995
C: 0.94440 -1.68145 19.98688
C: 0.32322 -1.62653 18.54027
O: -0.98547 -1.09224 18.54456
H: 1.65341 -0.81201 22.75021
H: 1.74085 0.90871 22.22753
H: 2.80470 -0.29879 21.45571
H: -0.71647 0.73809 22.04491
H: -0.72668 -1.03583 21.97107
H: -1.24689 -0.14769 20.56961
H: 0.36976 0.79606 19.05429
H: 2.02858 0.59603 19.29651
H: 1.11350 1.83824 20.32726
H: 0.30271 -2.36902 20.53786
H: 1.99843 -1.95871 19.97119
H: 0.38224 -2.60383 18.06120
H: 1.00126 -1.08812 17.87811
H: -1.13573 -0.94043 17.60863
P: -5.07882 -5.39039 12.79615
F: -5.67578 -4.76299 14.14385
F: -4.13918 -6.45704 13.71273
F: -6.44130 -6.23622 12.68846
F: -4.47401 -6.14652 11.44735
F: -5.77233 -4.30498 11.87619
F: -3.70867 -4.40366 12.85292
P: -1.44686 -1.42025 14.69276
F: -0.50214 -1.94775 15.90696
F: -2.15528 -2.82192 14.43475
F: -2.57723 -0.93957 15.77629
F: -2.30233 -0.69433 13.52624
F: -0.57559 -0.02843 14.88977
F: -0.33315 -1.89167 13.61782

Output
HOMO-LUMO gap, hartree: 0.3361
Total charge: +2
E_LUMO, eV: -5.5


Below is C16H44FeN4P2S2 as an isolated structure, with properties calculated with ωB97M-V/def2-TZVPD.

Atoms and positions in Å:
Fe: -0.34580 0.65629 -0.62597
C: 3.02785 0.63398 -1.69613
P: 1.84514 1.57038 -0.68569
C: 2.02882 3.27037 -1.29190
C: 2.53761 1.62698 1.00230
C: 1.48717 2.31864 1.87536
P: -0.09705 1.44121 1.61571
C: -1.35313 2.56209 2.29656
C: -0.05595 0.07606 2.81268
H: 2.97986 -0.42724 -1.47027
H: 4.03206 1.00054 -1.47209
H: 2.85541 0.78893 -2.76142
H: 3.07168 3.55583 -1.13712
H: 1.38022 3.96750 -0.76576
H: 1.82445 3.33419 -2.36009
H: 3.49469 2.15150 0.99241
H: 2.72048 0.60328 1.33450
H: 1.35876 3.36380 1.58530
H: 1.74082 2.30629 2.93696
H: -1.05921 2.78285 3.32552
H: -2.35093 2.12570 2.33650
H: -1.38143 3.50224 1.74416
H: 0.05073 0.50088 3.81231
H: 0.78325 -0.58635 2.60889
H: -0.98050 -0.50194 2.78361
N: -2.26375 0.13183 -0.01616
C: -3.05981 -0.10399 -1.28553
C: -2.25470 -0.88834 -2.31043
C: -1.40603 -0.04249 -3.24878
N: -0.05680 0.23602 -2.64452
H: -2.21764 -0.76173 0.46254
H: -2.79660 0.76591 0.57113
H: -3.32655 0.87586 -1.67765
H: -3.98487 -0.63144 -1.04920
H: -2.92145 -1.52555 -2.89143
H: -1.58753 -1.58054 -1.79288
H: -1.87466 0.92135 -3.44001
H: -1.27930 -0.54914 -4.20592
H: 0.40323 0.91747 -3.24139
H: 0.48278 -0.62737 -2.71167
C: -0.25235 -4.05329 2.72470
N: -0.33172 -3.34157 1.44136
C: -1.68266 -3.22671 0.92479
C: 0.75167 -2.80527 0.87794
S: 0.83738 -1.39867 -0.18405
N: 1.91281 -3.42225 1.08040
C: 3.22680 -2.79376 0.95962
C: 1.99083 -4.88115 1.25544
H: -1.07807 -3.70716 3.34678
H: 0.68319 -3.82076 3.22632
H: -0.34540 -5.13114 2.59729
H: -2.17089 -4.19838 1.00605
H: -1.67289 -2.94725 -0.12141
H: -2.27897 -2.53713 1.53036
H: 3.14413 -1.71285 1.00533
H: 3.70093 -3.08578 0.02135
H: 3.84273 -3.14360 1.78719
H: 1.05781 -5.34709 0.95211
H: 2.23060 -5.14993 2.28377
H: 2.78679 -5.24270 0.60614
C: -1.08452 3.57564 -2.92453
S: -1.26806 2.84406 -1.28247
C: -2.84864 3.54347 -0.75161
H: -1.98456 3.41782 -3.51596
H: -0.23868 3.11470 -3.42914
H: -0.89211 4.64004 -2.81356
H: -2.69843 4.59079 -0.50311
H: -3.20097 3.00899 0.12936
H: -3.58813 3.44908 -1.54491

Output
Relative energy (zero: lowest compared OMol25 entry of this formula, charge and spin), eV: 0.0030
HOMO-LUMO gap (alpha / beta), hartree: 0.2885 / 0.3001
Total charge: +3
E_LUMO (alpha / beta), eV: -9.8 / -9.5
<S²>: 0.7990
2S+1: 2


Number 1: M 428.5 g/mol, maximum force 5.244 eV Å⁻¹. Number 2: M 531.4 g/mol, maximum force 6.758 eV Å⁻¹. Number 3: M 552.2 g/mol, maximum force 5.086 eV Å⁻¹. Number 4: M 466.0 g/mol, maximum force 4.979 eV Å⁻¹. Number 5: M 646.5 g/mol, maximum force 5.604 eV Å⁻¹. Number 6: M 474.5 g/mol, maximum force 1.302 eV Å⁻¹.